# 1
This record from the Open Molecules 2025 dataset describes a 3-piece molecular cluster, C24H30F4O8P overall in a non-equilibrium geometry. The level of theory is ωB97M-V/def2-TZVPD.

Computed properties:
LUMO: -4.08 eV
Max |F|: 1.65 eV/Å
E_HOMO: -9.8 eV
HOMO-LUMO gap: 5.754 eV

Geometry as ORCA input:
```
! wB97M-V def2-TZVPD RIJCOSX def2/J DEFGRID3
* xyz 1 1
C 5.032 -0.280 -2.255
C 4.921 -0.485 -3.754
C 5.891 0.231 -4.659
C 3.930 -1.272 -4.254
C 2.485 -1.044 -3.797
C 1.478 -1.672 -4.775
C 0.534 -2.739 -4.171
C 1.228 -4.122 -4.126
C -0.096 -2.366 -2.817
C -1.577 -1.888 -2.891
P -1.735 -0.092 -2.868
C -1.289 0.736 -4.497
F -0.025 1.193 -4.485
F -1.505 -0.130 -5.511
C -2.208 1.957 -4.706
F -1.997 2.794 -3.655
F -3.495 1.578 -4.746
H 5.012 -1.247 -1.769
H 5.932 0.275 -2.012
H 4.192 0.295 -1.850
H 6.367 -0.489 -5.326
H 6.651 0.762 -4.095
H 5.312 0.938 -5.243
H 4.164 -2.079 -4.940
H 2.353 0.033 -3.817
H 2.384 -1.430 -2.781
H 0.883 -0.936 -5.307
H 2.057 -2.181 -5.540
H -0.290 -2.844 -4.878
H 1.279 -4.533 -3.122
H 2.204 -4.088 -4.594
H 0.649 -4.832 -4.713
H 0.474 -1.626 -2.258
H -0.140 -3.275 -2.225
H -2.115 -2.305 -3.738
H -2.052 -2.198 -1.960
H -3.079 0.212 -2.640
H -0.924 0.491 -1.877
H -1.903 2.476 -5.615
C 0.088 0.753 3.629
C 0.260 0.223 2.414
C 0.141 1.048 1.165
O 0.327 0.490 0.088
C -0.190 2.448 1.287
C -0.366 2.987 2.505
C -0.224 2.165 3.760
O -0.383 2.726 4.823
O -0.672 4.255 2.687
O 0.547 -1.062 2.224
H 0.169 0.170 4.535
H -0.286 3.028 0.380
H -0.740 4.391 3.652
H 0.630 -1.187 1.263
C -4.012 -0.080 7.229
C -4.587 0.011 8.436
C -4.210 1.090 9.414
O -4.791 1.115 10.481
C -3.175 2.034 9.032
C -2.595 1.944 7.827
C -2.993 0.877 6.838
O -2.442 0.857 5.751
O -1.644 2.784 7.437
O -5.520 -0.829 8.855
H -4.277 -0.850 6.519
H -2.901 2.795 9.749
H -1.369 2.535 6.532
H -5.764 -0.537 9.755
*
```

Here are the Löwdin charges for atoms 1 to 6, given in e:
1. C -0.050
2. C -0.335
3. C -0.050
4. C -0.089
5. C -0.179
6. C -0.169

=====

# 2
This record from the Open Molecules 2025 dataset describes C24H30IrN5O8P2S as an isolated structure in a non-equilibrium geometry. The level of theory is ωB97M-V/def2-TZVPD.

Computed properties:
LUMO (alpha / beta): -11.71 / -11.72 eV
Energy relative to the best compared isomer or geometry (same formula, charge and spin): 139.4 kJ/mol
Max |F|: 5.36 eV/Å
E_HOMO (alpha / beta): -15.8 / -15.8 eV
HOMO-LUMO gap (alpha / beta): 4.050 / 4.038 eV

Geometry as ORCA input:
```
! wB97M-V def2-TZVPD RIJCOSX def2/J DEFGRID3
* xyz 3 2
Ir -1.230 1.665 -0.828
N 2.816 3.615 -0.925
C 3.915 2.772 -0.860
C 5.188 3.290 -0.646
C 6.285 2.446 -0.619
C 6.128 1.072 -0.808
C 4.869 0.537 -1.012
C 3.762 1.378 -1.031
S 2.166 0.683 -1.236
N 1.154 1.983 -1.233
C 1.538 3.235 -1.130
C 0.490 4.264 -1.225
C 0.753 5.625 -1.378
C -0.308 6.521 -1.394
C -1.599 6.036 -1.265
C -1.786 4.662 -1.180
N -0.776 3.806 -1.162
H 3.020 4.603 -0.809
H 5.319 4.351 -0.503
H 7.269 2.857 -0.446
H 6.991 0.426 -0.787
H 4.729 -0.525 -1.139
H 1.755 6.002 -1.521
H -0.123 7.579 -1.504
H -2.447 6.703 -1.246
H -2.781 4.237 -1.135
C -4.747 -0.196 2.798
C -3.782 0.157 1.714
O -3.239 -0.940 1.095
P -4.510 1.258 0.416
O -5.356 2.424 1.022
O -5.559 0.286 -0.211
O -3.490 1.722 -0.574
P -2.306 1.158 2.444
O -2.997 2.616 2.521
O -1.928 0.607 3.738
O -1.278 1.161 1.330
H -5.509 -0.870 2.398
H -5.227 0.696 3.192
H -4.240 -0.717 3.610
H -2.728 -0.655 0.324
H -4.891 3.179 1.396
H -6.378 0.641 -0.568
H -2.958 2.945 3.426
C -0.302 -6.202 0.560
C -0.202 -4.785 1.130
N 1.079 -4.169 0.890
C 2.237 -4.718 1.555
C 3.191 -5.451 0.605
C 1.258 -3.067 0.126
O 2.310 -2.454 0.057
C 0.121 -2.534 -0.706
C -0.426 -3.207 -1.796
C -1.282 -2.516 -2.638
C -1.529 -1.170 -2.404
N -0.993 -0.522 -1.368
C -0.196 -1.190 -0.535
H -1.307 -6.573 0.740
H 0.393 -6.880 1.046
H -0.110 -6.209 -0.509
H -0.341 -4.845 2.216
H -0.995 -4.154 0.723
H 1.900 -5.388 2.345
H 2.803 -3.885 1.991
H 2.696 -6.317 0.169
H 4.057 -5.785 1.168
H 3.537 -4.796 -0.191
H -0.174 -4.239 -1.993
H -1.733 -3.004 -3.486
H -2.171 -0.599 -3.063
H 0.199 -0.643 0.313
*
```

Here are the Löwdin charges for atoms 1 to 6, given in e:
1. Ir 1.472
2. N 0.201
3. C -0.181
4. C 0.038
5. C 0.029
6. C 0.021

=====

Among the records above, which one has the highest max |F|? C24H30IrN5O8P2S

=====

Please write out number 2 again, unchanged.
This record from the Open Molecules 2025 dataset describes C24H30IrN5O8P2S as an isolated structure in a non-equilibrium geometry. The level of theory is ωB97M-V/def2-TZVPD.

Computed properties:
LUMO (alpha / beta): -11.71 / -11.72 eV
Energy relative to the best compared isomer or geometry (same formula, charge and spin): 139.4 kJ/mol
Max |F|: 5.36 eV/Å
E_HOMO (alpha / beta): -15.8 / -15.8 eV
HOMO-LUMO gap (alpha / beta): 4.050 / 4.038 eV

Geometry as ORCA input:
```
! wB97M-V def2-TZVPD RIJCOSX def2/J DEFGRID3
* xyz 3 2
Ir -1.230 1.665 -0.828
N 2.816 3.615 -0.925
C 3.915 2.772 -0.860
C 5.188 3.290 -0.646
C 6.285 2.446 -0.619
C 6.128 1.072 -0.808
C 4.869 0.537 -1.012
C 3.762 1.378 -1.031
S 2.166 0.683 -1.236
N 1.154 1.983 -1.233
C 1.538 3.235 -1.130
C 0.490 4.264 -1.225
C 0.753 5.625 -1.378
C -0.308 6.521 -1.394
C -1.599 6.036 -1.265
C -1.786 4.662 -1.180
N -0.776 3.806 -1.162
H 3.020 4.603 -0.809
H 5.319 4.351 -0.503
H 7.269 2.857 -0.446
H 6.991 0.426 -0.787
H 4.729 -0.525 -1.139
H 1.755 6.002 -1.521
H -0.123 7.579 -1.504
H -2.447 6.703 -1.246
H -2.781 4.237 -1.135
C -4.747 -0.196 2.798
C -3.782 0.157 1.714
O -3.239 -0.940 1.095
P -4.510 1.258 0.416
O -5.356 2.424 1.022
O -5.559 0.286 -0.211
O -3.490 1.722 -0.574
P -2.306 1.158 2.444
O -2.997 2.616 2.521
O -1.928 0.607 3.738
O -1.278 1.161 1.330
H -5.509 -0.870 2.398
H -5.227 0.696 3.192
H -4.240 -0.717 3.610
H -2.728 -0.655 0.324
H -4.891 3.179 1.396
H -6.378 0.641 -0.568
H -2.958 2.945 3.426
C -0.302 -6.202 0.560
C -0.202 -4.785 1.130
N 1.079 -4.169 0.890
C 2.237 -4.718 1.555
C 3.191 -5.451 0.605
C 1.258 -3.067 0.126
O 2.310 -2.454 0.057
C 0.121 -2.534 -0.706
C -0.426 -3.207 -1.796
C -1.282 -2.516 -2.638
C -1.529 -1.170 -2.404
N -0.993 -0.522 -1.368
C -0.196 -1.190 -0.535
H -1.307 -6.573 0.740
H 0.393 -6.880 1.046
H -0.110 -6.209 -0.509
H -0.341 -4.845 2.216
H -0.995 -4.154 0.723
H 1.900 -5.388 2.345
H 2.803 -3.885 1.991
H 2.696 -6.317 0.169
H 4.057 -5.785 1.168
H 3.537 -4.796 -0.191
H -0.174 -4.239 -1.993
H -1.733 -3.004 -3.486
H -2.171 -0.599 -3.063
H 0.199 -0.643 0.313
*
```

Here are the Löwdin charges for atoms 1 to 6, given in e:
1. Ir 1.472
2. N 0.201
3. C -0.181
4. C 0.038
5. C 0.029
6. C 0.021

=====

The highest max |F| belongs to which entry? C24H30IrN5O8P2S